1.
Density functional theory data (ωB97M-V/def2-TZVPD) for a single C4H11N3OS molecule in a non-equilibrium geometry.

Last column: Löwdin charge in e.
Geometry (Å):
C -0.146 1.690 1.290  -0.218
C -0.821 1.592 -0.150  -0.225
C 1.204 0.989 1.121  -0.218
C -1.106 -0.194 -1.777  -0.109
N -0.035 -1.872 0.529  -0.328
N -0.605 0.225 -0.502  -0.393
N 0.768 -3.031 0.496  -0.137
O 1.822 -0.713 -0.988  -0.383
S 0.759 -0.585 0.071  0.829
H -0.024 2.804 1.636  0.135
H -0.808 1.075 2.066  0.148
H -1.944 1.638 -0.149  0.135
H -0.232 2.242 -0.873  0.137
H 1.926 1.339 0.370  0.076
H 1.781 0.889 2.119  0.122
H -1.376 -1.226 -1.674  0.068
H -2.042 0.357 -2.060  0.105
H -0.331 -0.064 -2.552  0.090
H 0.583 -3.576 -0.373  0.079
H 0.626 -3.577 1.400  0.089

## Properties
**ΔE to the lowest compared entry with this formula, charge and spin**: 78.9 kcal/mol
**Total energy**: -796.54350 hartree
**Frontier orbital gap**: 8.9930 eV

2.
Density functional theory data (ωB97M-V/def2-TZVPD) for 2 unconnected molecules or ions with the total composition C13H30BF3NO7PS in a non-equilibrium geometry.

Last column: Löwdin charge in e.
Geometry (Å):
C 4.211 1.155 2.010  -0.097
C 3.916 2.593 1.580  -0.217
C 2.433 2.978 1.659  -0.274
O 1.579 1.890 1.348  -0.329
P 0.589 2.011 -0.043  0.854
C -0.467 3.343 0.599  -0.206
C -1.947 2.993 0.858  -0.276
O -2.724 3.425 -0.243  -0.069
N -0.015 0.440 0.081  -0.139
C -0.366 -0.096 1.418  -0.286
C -1.485 -1.128 1.290  -0.083
B 2.137 2.207 -1.241  -0.787
O 2.415 3.453 -1.759  0.135
O 2.892 1.089 -1.312  -0.001
C 3.794 0.883 -2.400  -0.030
S -0.417 2.115 -2.157  0.725
O 0.662 1.537 -2.983  -0.359
O -0.920 3.423 -2.552  -0.347
C -1.811 0.877 -2.468  -0.710
F -2.425 1.229 -3.586  0.140
F -1.335 -0.352 -2.615  0.125
F -2.705 0.845 -1.482  0.120
H 5.264 0.921 1.823  0.073
H 4.017 0.999 3.075  0.076
H 3.610 0.451 1.431  0.064
H 4.267 2.718 0.549  0.100
H 4.475 3.291 2.210  0.110
H 2.197 3.324 2.674  0.124
H 2.244 3.836 0.997  0.113
H -0.038 3.679 1.544  0.091
H -0.462 4.202 -0.081  0.110
H -2.088 1.924 1.039  0.090
H -2.252 3.518 1.773  0.120
H -3.652 3.279 -0.039  0.097
H 0.721 -0.151 -0.302  0.109
H 0.519 -0.555 1.871  0.114
H -0.688 0.718 2.067  0.098
H -1.303 -1.802 0.456  0.062
H -2.440 -0.614 1.141  0.071
H -1.564 -1.689 2.223  0.075
H 2.272 3.526 -2.709  0.114
H 4.810 1.133 -2.084  0.098
H 3.749 -0.173 -2.669  0.099
H 3.506 1.473 -3.271  0.093
C -2.732 -5.974 -0.917  -0.168
C -3.031 -6.338 0.537  -0.169
C -2.306 -5.225 1.284  -0.205
O -2.356 -4.077 0.437  -0.164
C -2.796 -4.453 -0.870  -0.201
H -3.436 -6.401 -1.630  0.111
H -1.728 -6.305 -1.190  0.113
H -4.105 -6.284 0.726  0.113
H -2.684 -7.330 0.823  0.110
H -1.258 -5.489 1.466  0.117
H -2.769 -4.977 2.240  0.116
H -3.820 -4.094 -1.019  0.119
H -2.153 -3.972 -1.608  0.117

## Properties
**Total energy**: -2158.80549 hartree
**Frontier orbital gap**: 9.2868 eV

3.
Density functional theory data (ωB97M-V/def2-TZVPD) for 5 unconnected molecules or ions with the total composition C10H17B3BrCl13O4 in a non-equilibrium geometry.

Last column: Löwdin charge in e.
Geometry (Å):
C -1.022 4.241 -1.386  -0.178
C -0.166 3.601 -0.099  -0.226
C -0.846 2.140 0.202  -0.508
Cl -1.137 1.126 -1.362  0.531
B 0.004 1.168 1.220  -0.426
O -0.724 0.700 2.447  0.149
B 0.126 0.827 3.648  -0.461
O -0.572 1.139 4.933  0.079
O 1.575 0.589 3.500  0.178
B 1.743 -0.092 2.172  -0.397
C 2.245 -1.657 2.215  -0.096
C 2.158 -2.457 0.788  -0.691
C 3.391 -2.098 -0.266  -0.187
Br 0.405 -2.315 -0.164  0.647
O 1.414 0.700 0.971  0.148
H -2.130 3.797 -1.407  -0.018
H -0.407 3.950 -2.354  0.084
H -1.148 5.396 -1.233  0.069
H 0.989 3.585 -0.288  0.122
H -0.363 4.316 0.832  0.129
H -1.904 2.363 0.704  0.084
H -1.559 0.997 4.738  0.128
H 1.543 -2.239 2.984  0.143
H 3.380 -1.638 2.579  0.145
H 2.304 -3.613 1.046  0.069
H 4.082 -3.064 -0.371  0.055
H 2.987 -1.901 -1.372  0.071
H 4.021 -1.203 0.156  0.075
C -5.086 4.941 -0.707  -1.499
Cl -4.185 6.385 -0.214  0.529
Cl -5.512 5.031 -2.425  0.529
Cl -4.145 3.477 -0.375  0.572
H -6.010 4.896 -0.125  0.021
C 5.871 -1.898 -3.495  -1.520
Cl 4.779 -1.912 -4.891  0.520
Cl 5.503 -0.530 -2.431  0.537
Cl 5.761 -3.426 -2.604  0.530
H 6.895 -1.786 -3.860  0.017
C -4.832 -0.264 -1.112  -1.542
Cl -3.634 -0.232 0.193  0.517
Cl -4.748 -1.796 -1.997  0.524
Cl -6.462 -0.008 -0.466  0.512
H -4.606 0.549 -1.807  0.006
C 0.012 -6.472 0.312  -1.526
Cl 0.114 -5.687 1.897  0.512
Cl -1.545 -6.122 -0.458  0.516
Cl 1.351 -5.953 -0.727  0.511
H 0.089 -7.553 0.458  0.017

## Properties
**Total energy**: -9323.43493 hartree
**Frontier orbital gap**: 9.9850 eV